(1)
36
Properties=species:S:1:pos:R:3:forces:R:3:mulliken_charge:R:1 method="wB97M-V/def2-TZVPD" energy_ev=-112789.22480 orbital_gap_ev=1.908 charge=+3 homo_energy_ev=-17.721 e_lumo_ev=-15.8
Hf -0.7908 -0.9231 4.2069 -2.6 -1.3 -6.2 1.4519
Br -0.5179 -2.7940 2.1846 -0.1 2.4 3.3 -0.1587
C -3.9766 -1.3578 0.4795 -0.3 -0.2 -1.4 -0.5186
O -4.2854 -0.1347 1.2032 1.1 -0.8 0.8 -0.2344
P -3.1897 0.7103 1.8846 -2.8 2.5 -1.8 0.8082
O -2.2226 -0.0354 2.8118 3.2 -1.7 3.4 0.1351
O -3.9559 1.7574 2.7034 1.0 -0.2 1.1 -0.3591
C -5.0989 2.5223 2.2246 -1.2 0.0 -0.5 -0.6125
O -2.4885 1.4761 0.7134 0.6 -1.0 0.9 -0.1423
C -1.3533 2.3222 1.0036 0.8 0.6 -0.4 -0.6661
H -4.3566 -1.1954 -0.5281 -0.1 -0.1 0.1 0.3033
H -4.4898 -2.2143 0.9044 0.0 0.2 0.4 0.2857
H -2.9082 -1.5411 0.3593 0.1 0.1 0.4 0.1930
H -5.1786 2.4111 1.1452 0.0 0.0 0.0 0.3339
H -5.0612 3.5771 2.4807 0.8 -0.1 0.2 0.2896
H -5.9870 2.1213 2.7071 0.1 -0.2 -0.1 0.2986
H -1.6262 3.3723 0.9250 -0.3 -0.1 -0.1 0.2959
H -0.5924 2.0930 0.2617 -0.1 0.1 0.0 0.2381
H -0.9132 2.1846 1.9946 -0.3 -0.3 0.1 0.3037
C 0.9768 -1.0017 -0.8638 -0.5 -1.6 -0.3 -0.4440
O 2.2677 -0.3929 -0.9459 -0.1 0.4 0.2 -0.1706
P 3.4755 -1.2968 -1.3875 0.7 0.1 -0.6 0.9323
O 3.3054 -2.7099 -1.0040 0.1 -0.2 0.2 -0.5219
O 3.5639 -1.1228 -2.9640 -0.1 0.1 0.7 -0.1784
C 4.5434 -1.8184 -3.7454 -0.3 -0.7 -1.1 -0.6387
O 4.7977 -0.6297 -0.8610 -1.2 -0.1 0.1 -0.2593
C 4.9265 0.8074 -0.8196 0.8 0.6 -0.5 -0.5836
H 0.9010 -1.8398 -1.5613 0.0 0.3 -0.3 0.4080
H 0.1535 -0.3306 -1.0876 0.4 0.5 0.0 0.3637
H 0.8101 -1.5217 0.0884 0.4 0.6 0.2 0.0029
H 3.9954 -2.1229 -4.6423 0.1 0.1 0.0 0.2854
H 4.9227 -2.7234 -3.2746 0.1 0.2 0.4 0.3661
H 5.3499 -1.1609 -4.0872 -0.1 0.2 0.3 0.2942
H 5.2089 1.1059 0.1883 0.0 -0.1 0.0 0.2609
H 4.0613 1.3624 -1.1778 -0.3 -0.4 0.2 0.3321
H 5.7333 1.0440 -1.5201 0.1 0.0 0.3 0.3054

(2)
33
Properties=species:S:1:pos:R:3:forces:R:3:mulliken_charge:R:1 method="wB97M-V/def2-TZVPD" energy_ev=-121642.57735 orbital_gap_ev="3.572 / 3.763" spin_multiplicity=6 s_squared=8.92 homo_energy_ev="-7.481 / -7.439" e_lumo_ev="-3.9 / -3.7"
Mn 15.7717 40.9449 -14.3306 1.9 -0.2 -0.9 1.2852
Br 18.8057 39.7122 -13.2580 -1.8 0.7 -0.4 -0.4107
N 17.2625 41.6919 -18.4467 1.3 1.1 -0.2 1.0122
O 18.3807 41.6734 -18.8806 3.1 -0.7 -0.6 -0.6015
O 17.0810 41.6082 -17.2378 -0.5 -1.0 4.7 -0.6226
O 16.3578 41.9381 -19.1623 -4.5 0.4 -2.8 -0.6553
C 14.4686 37.3354 -18.1237 0.0 0.0 0.8 -0.8703
C 13.7265 37.7835 -16.8364 0.4 0.4 -2.6 -0.3163
O 14.6326 38.1885 -15.8199 -0.4 -0.3 0.4 -0.4757
H 13.7363 36.8896 -18.7969 0.1 0.0 -0.1 0.3274
H 15.2732 36.6321 -17.9091 -0.1 -0.2 0.0 0.2974
H 14.9241 38.2094 -18.5892 0.0 -0.1 -0.1 0.2311
H 13.0482 36.9989 -16.5012 -0.1 0.2 0.2 0.3160
H 13.1993 38.6430 -17.2506 -0.5 0.2 0.9 0.1949
H 14.7529 37.3252 -15.4176 0.8 0.2 0.8 0.2733
C 16.3436 45.1556 -10.7461 -0.4 0.1 0.3 -0.9907
C 17.1933 44.2273 -11.5780 -0.5 -0.2 0.1 -0.2882
O 16.4381 43.8312 -12.7838 0.9 0.4 0.8 -0.4656
H 16.1373 46.0986 -11.2522 -0.3 -0.2 -0.4 0.3269
H 16.7984 45.5172 -9.8239 0.3 -0.5 0.2 0.3461
H 15.4250 44.6189 -10.5091 -0.2 0.4 0.1 0.2511
H 17.4037 43.3014 -11.0426 0.1 0.1 -0.1 0.2820
H 18.1182 44.7515 -11.8182 0.2 -0.4 -0.4 0.2688
H 16.5254 44.6344 -13.3022 -0.4 -0.1 -0.7 0.2618
C 11.7857 44.4732 -15.7153 -0.7 2.1 0.9 -0.9940
C 11.8235 43.0209 -15.5584 0.3 -0.8 -0.1 -0.2650
O 13.1437 42.5270 -15.7443 0.8 -0.6 0.1 -0.4354
H 12.2151 44.9941 -14.8595 0.6 -0.2 0.0 0.2563
H 10.7495 44.7858 -15.5858 -0.3 0.1 -0.7 0.3412
H 12.2298 44.8850 -16.6215 -0.2 -0.2 -0.1 0.3266
H 11.2151 42.5610 -16.3371 -0.5 -0.3 0.4 0.2690
H 11.5338 42.7431 -14.5450 -0.3 -0.2 -0.2 0.2435
H 13.2194 42.4743 -16.6999 0.7 -0.1 -0.2 0.2805

(3)
30
Properties=species:S:1:pos:R:3:forces:R:3:mulliken_charge:R:1 method="wB97M-V/def2-TZVPD" energy_ev=-43151.07542 orbital_gap_ev=9.132 homo_energy_ev=-9.193 e_lumo_ev=-0.1
Mg -0.6077 -0.4850 0.5623 0.3 0.1 0.6 0.7229
Cl 0.7241 1.3342 1.0545 0.1 0.0 0.0 -0.6426
Cl -2.0997 -1.6332 1.7870 -0.3 -0.2 0.2 -0.6605
C 2.8282 -1.4559 2.7731 0.3 0.1 0.4 -1.0003
C 1.4756 -2.0503 2.4809 -0.2 -0.2 0.2 -0.3367
O 1.0588 -1.8294 1.1235 0.0 -0.1 -0.1 -0.3012
H 3.0476 -1.5550 3.8430 -0.1 0.0 -0.1 0.3671
H 2.8498 -0.3932 2.5352 0.0 0.0 -0.1 0.2281
H 3.6398 -1.9735 2.2567 -0.1 0.0 -0.2 0.3175
H 0.6992 -1.6050 3.0988 0.0 0.1 -0.1 0.2833
H 1.4536 -3.1242 2.6928 0.0 0.0 -0.1 0.3210
H 1.5802 -2.3807 0.5358 0.0 0.0 0.0 0.2252
C 0.3527 0.5418 -2.7551 -0.3 -0.3 -0.4 -0.9891
C 0.8381 -0.6694 -1.9959 -0.1 -0.1 0.0 -0.1971
O -0.2725 -1.3133 -1.2656 0.7 0.2 -0.9 -0.3641
H -0.4901 0.2643 -3.4025 0.1 0.0 0.2 0.2818
H 1.1351 0.8863 -3.4312 0.1 0.1 0.2 0.4158
H 0.0367 1.3408 -2.0918 0.1 0.0 0.1 0.0658
H 1.5982 -0.4150 -1.2571 -0.1 0.1 0.0 0.2152
H 1.2680 -1.4079 -2.6743 -0.1 0.0 0.0 0.4845
H -0.3854 -2.1898 -1.6409 -0.3 0.0 0.3 0.2550
C -1.8901 3.1292 -0.5353 -0.3 0.5 0.2 -0.9702
C -2.7192 1.9186 -0.2230 0.0 -0.4 0.4 -0.3389
O -1.9875 0.6885 -0.4661 -0.2 0.2 -0.4 -0.0392
H -1.4120 3.0437 -1.5085 0.1 0.1 0.0 0.2170
H -1.1594 3.3041 0.2479 0.3 -0.1 -0.2 0.2652
H -2.5570 3.9983 -0.5462 0.1 0.0 -0.1 0.4015
H -3.6336 1.8897 -0.8132 0.0 0.0 0.0 0.3488
H -2.9906 1.9027 0.8325 -0.1 0.0 0.0 0.2352
H -2.3812 0.2384 -1.2172 0.0 -0.1 0.0 0.1890

(4)
31
Properties=species:S:1:pos:R:3:forces:R:3:mulliken_charge:R:1 method="wB97M-V/def2-TZVPD" energy_ev=-31321.82256 orbital_gap_ev=7.920 charge=-1 homo_energy_ev=-4.763 e_lumo_ev=3.2
Cl -5.9853 -4.7498 -1.1432 -0.4 -0.1 -0.1 -0.7868
C -9.6481 -5.3416 0.5627 0.0 1.9 0.5 0.0425
C -10.8650 -6.1109 1.0635 1.2 -1.0 -1.6 -0.5292
O -10.4778 -7.4816 1.0493 -0.7 -0.3 1.1 -0.5738
O -9.2504 -5.6759 -0.7538 -1.2 -0.6 0.6 -0.5023
H -8.8426 -5.3450 1.2971 0.4 -0.9 0.0 0.0485
H -9.8788 -4.2768 0.5963 -0.5 0.5 -0.2 0.3200
H -11.6788 -6.0103 0.3454 -0.3 0.4 0.0 0.2754
H -11.2247 -5.8232 2.0514 0.3 0.0 0.0 0.3279
H -10.3345 -7.7111 0.1282 0.5 -0.2 -0.5 0.3441
H -8.3549 -5.3740 -0.9226 0.9 0.4 0.1 0.1626
C -6.7395 -2.7298 1.9623 -1.0 -0.6 0.6 -0.3200
C -6.7936 -3.8766 3.0126 0.0 2.2 0.2 -0.5494
O -6.1255 -4.9491 2.4900 0.4 -1.4 -0.6 -0.4680
O -5.4693 -2.3682 1.6069 2.9 0.0 0.0 -0.5388
H -7.1046 -1.7778 2.3475 -1.6 -0.4 0.3 0.3688
H -7.2089 -3.1278 1.0627 -0.7 0.2 0.0 0.1595
H -7.8336 -4.0576 3.2844 -0.5 -0.2 -0.4 0.3224
H -6.3508 -3.5948 3.9680 0.4 0.5 0.2 0.4238
H -6.1417 -5.6696 3.1242 0.0 -0.1 -0.1 0.2722
H -5.5050 -1.5645 1.0831 0.0 -0.2 -0.1 0.3179
C -6.8275 -8.3585 -1.0594 -0.1 0.7 -0.7 -0.2808
C -8.0921 -9.2274 -1.1901 0.6 -0.3 -1.0 -0.3848
O -9.2247 -8.4537 -1.4738 -0.8 1.0 0.9 -0.5282
O -6.7013 -7.5735 -2.2779 -0.8 -1.8 0.6 -0.5627
H -5.8928 -8.8990 -0.9101 -0.2 -0.6 0.0 0.3915
H -6.9091 -7.6918 -0.2009 -0.2 0.2 0.0 0.1673
H -8.2829 -9.8565 -0.3206 0.1 -0.1 -0.1 0.3317
H -8.1011 -9.7512 -2.1459 1.3 -1.3 0.3 0.2469
H -8.7903 -7.7632 -1.9799 -0.5 1.0 -0.4 0.3240
H -6.3998 -6.6960 -2.0314 0.3 1.1 0.4 0.1778

(5)
32
Properties=species:S:1:pos:R:3:forces:R:3:mulliken_charge:R:1 method="wB97M-V/def2-TZVPD" energy_ev=-32343.95769 orbital_gap_ev=2.448 charge=+2 homo_energy_ev=-14.231 e_lumo_ev=-11.8
Y 2.5085 2.9139 -0.9859 -1.9 -3.9 0.0 1.7724
Cl 0.7718 1.2306 -0.0121 2.4 2.4 -1.2 -0.1746
C -0.5526 -3.3024 -0.0709 0.4 -0.2 0.7 -0.2865
C -1.1463 -2.2692 0.8680 -0.4 0.0 -0.1 -0.1537
O -0.1195 -1.6890 1.6854 0.1 -0.1 -0.2 -0.4732
O -0.1819 -4.5027 0.6039 -0.1 0.3 -0.4 -0.5095
H 0.3517 -2.8447 -0.5083 -0.2 -0.1 -0.3 0.0123
H -1.2718 -3.5820 -0.8395 0.1 0.0 0.0 0.3928
H -1.8931 -2.7221 1.5228 0.2 -0.2 0.0 0.2553
H -1.6959 -1.5159 0.2860 0.2 0.1 0.0 0.2645
H -0.0467 -0.7586 1.4748 -0.2 0.0 0.2 0.1998
H 0.6362 -4.3519 1.0870 -0.1 0.0 0.1 0.3094
C -3.2118 3.5964 2.2686 -1.1 0.0 -0.1 -0.4438
C -1.9281 2.8359 2.2716 1.0 0.3 0.1 -0.2176
O -2.1036 1.5574 1.6557 0.0 0.1 0.2 -0.3567
O -4.1665 3.0088 3.1491 0.5 0.2 -0.1 -0.4985
H -3.6369 3.6582 1.2556 0.2 -0.2 0.0 0.2541
H -3.0679 4.6300 2.5883 0.1 -0.1 0.2 0.3253
H -1.5716 2.7354 3.3035 -0.2 -0.3 0.0 0.3078
H -1.1232 3.4103 1.7741 -0.3 0.0 -0.2 0.1938
H -1.3855 1.4158 1.0400 -0.2 0.0 0.0 0.1504
H -4.1236 2.0498 3.0617 -0.1 0.0 -0.1 0.3268
C 2.7243 -1.3501 -2.4922 0.7 0.0 0.2 -0.3928
C 2.2304 -0.0329 -3.0057 -0.6 -0.1 -0.6 -0.2167
O 3.1134 1.0791 -2.5221 -0.3 2.0 1.4 -0.4515
O 3.9957 -1.6577 -3.0233 0.0 0.4 -0.3 -0.5015
H 2.0247 -2.1177 -2.8258 -0.1 0.0 0.1 0.3420
H 2.7565 -1.3343 -1.3973 -0.2 -0.1 0.0 0.2618
H 1.2104 0.1662 -2.6821 0.1 0.2 0.3 0.3539
H 2.2339 0.0593 -4.0910 0.2 -0.2 0.0 0.2942
H 3.9644 1.0383 -2.9911 -0.1 -0.3 -0.1 0.3419
H 4.7047 -1.3543 -2.4487 0.0 -0.3 0.2 0.3180

(6)
34
Properties=species:S:1:pos:R:3:forces:R:3:mulliken_charge:R:1 method="wB97M-V/def2-TZVPD" energy_ev=-62149.09085 orbital_gap_ev="5.416 / 5.303" spin_multiplicity=6 s_squared=8.76 charge=-1 homo_energy_ev="-2.882 / -4.467" e_lumo_ev="2.5 / 0.8"
Cr 0.9555 -0.5989 0.8235 -1.6 1.0 0.2 0.5137
C -3.4540 -1.1489 1.3639 0.2 -0.8 0.3 -1.0983
C -2.2478 -0.2988 1.6925 2.0 -0.1 0.2 -0.2481
O -0.9715 -0.9343 1.6395 -0.6 0.1 -0.9 -0.7450
H -3.2386 -1.8478 0.5556 -0.1 0.1 -0.3 0.2150
H -4.3340 -0.5473 1.1363 0.0 0.1 -0.1 0.3284
H -3.6855 -1.7575 2.2380 -0.1 -0.2 0.0 0.3017
H -2.3919 0.0792 2.7046 -0.1 0.2 0.4 0.3327
H -2.2899 0.5923 1.0662 0.2 0.4 -0.5 0.1263
S 3.0648 0.7976 1.6293 4.4 -1.4 1.1 1.2189
O 3.6741 2.0484 1.3306 0.3 2.3 -0.1 -0.6853
O 1.7501 0.7886 2.1422 -5.0 2.0 2.9 -0.5928
O 2.8901 0.0426 0.3910 -0.9 -2.4 -4.2 -0.6892
O 3.8865 -0.0297 2.5116 0.9 -0.4 0.7 -0.6910
O 1.7468 -2.0269 2.1496 0.6 -1.1 0.7 -0.1866
H 2.0737 -2.7543 1.5852 0.2 0.1 0.2 0.3052
C 1.1269 3.3712 -0.8571 -0.6 -0.1 -0.2 -1.2498
C 0.7396 1.9679 -1.3352 0.8 -0.8 1.4 -0.2483
O 0.2685 1.2021 -0.1677 0.0 1.5 -1.6 0.2708
H 0.2742 3.8531 -0.3788 -0.4 0.5 -0.6 0.4422
H 1.5459 3.9213 -1.6997 -0.3 0.4 0.1 0.3406
H 1.8486 3.4131 -0.0414 0.5 -0.9 -0.2 0.2909
H 1.6694 1.5344 -1.7033 -0.2 -0.5 0.0 0.2205
H -0.0795 1.8012 -2.0348 0.2 0.9 -0.5 0.2710
H -0.1500 1.9375 0.2859 -0.3 -0.6 1.1 0.0885
C -1.1113 -1.1072 -2.2216 -0.7 0.9 -1.1 -1.0719
C -0.4976 -2.3015 -1.5769 -0.7 0.2 -1.4 -0.1574
O 0.6780 -1.9202 -0.9517 1.5 -0.2 1.0 -0.1889
H -1.8880 -1.3838 -2.9346 -0.8 -0.2 0.6 0.4697
H -0.4589 -0.6634 -2.9736 0.8 0.2 0.4 0.3283
H -1.4126 -0.3317 -1.5174 -0.2 -0.1 0.0 0.0863
H -0.2167 -2.9125 -2.4347 -0.3 -1.0 0.3 0.2920
H -1.1802 -2.7579 -0.8601 0.3 -0.2 -0.1 0.1954
H 1.4154 -2.0280 -1.5568 0.1 0.2 0.1 0.2145

(7)
37
Properties=species:S:1:pos:R:3:forces:R:3:mulliken_charge:R:1 method="wB97M-V/def2-TZVPD" energy_ev=-90558.57098 orbital_gap_ev="3.564 / 3.579" spin_multiplicity=2 s_squared=0.76 charge=-1 homo_energy_ev="-4.636 / -4.648" e_lumo_ev="-1.1 / -1.1"
Cu -0.3424 0.0543 1.7040 0.3 0.1 0.2 0.7897
S 3.1650 -4.6070 0.3276 1.0 -3.8 2.8 1.2688
O 3.8243 -5.1537 1.5324 -0.3 1.1 -1.2 -0.6773
O 2.1113 -3.6652 0.6737 -1.5 1.4 0.1 -0.5066
O 4.0461 -3.8388 -0.5384 0.9 0.8 -1.1 -0.5089
O 2.5755 -5.7362 -0.4262 -0.1 0.6 -0.6 -0.5767
I 1.6206 2.1399 5.9445 -0.3 -0.1 -0.4 -0.7948
C -2.4028 2.4237 -2.1630 1.0 0.2 -0.3 -0.3415
C -1.6154 1.3198 -2.9099 -1.0 0.7 0.6 -0.4808
O -1.6842 0.1670 -2.1330 -0.1 -1.3 0.1 -0.4743
O -1.8058 2.6596 -0.9042 1.2 -0.4 0.5 -0.5367
H -3.4440 2.1765 -1.9563 -0.1 -0.3 -0.8 0.3115
H -2.2859 3.2855 -2.8201 -0.5 0.5 0.1 0.2679
H -0.5661 1.4973 -3.1460 0.1 0.9 0.3 0.3292
H -2.1066 1.1457 -3.8673 -0.3 0.2 -0.2 0.3319
H -1.5917 -0.5240 -2.7930 0.1 -0.7 0.5 0.2952
H -2.2626 3.2478 -0.2984 -0.4 0.1 -0.5 0.3028
C -4.2721 -3.7396 2.4475 1.1 0.8 -0.3 -0.2619
C -4.9261 -2.3678 2.6797 -0.8 -0.4 -1.4 -0.5112
O -4.1098 -1.2333 3.0301 -0.5 -1.3 0.0 -0.4974
O -3.4793 -4.0295 3.5480 0.5 -0.4 1.3 -0.5186
H -3.6280 -3.6940 1.5693 0.1 0.3 -0.4 0.2431
H -4.9416 -4.5732 2.2352 -0.8 0.4 0.1 0.3239
H -5.8215 -2.5116 3.2844 0.3 0.4 0.7 0.3029
H -5.3410 -2.1322 1.6996 -0.1 0.3 -0.1 0.2971
H -4.1328 -1.1634 3.9872 0.3 0.0 0.1 0.3146
H -3.0661 -4.8881 3.4312 0.1 0.0 0.0 0.3097
C 4.7671 3.3459 -0.5437 -0.9 -1.7 -1.0 -0.2726
C 4.9123 3.6392 -2.0477 1.4 0.0 0.2 -0.3570
O 3.7045 4.0920 -2.6218 -0.2 -0.5 -0.2 -0.5025
O 4.1092 2.0450 -0.4637 -0.9 0.8 0.6 -0.5178
H 4.0296 4.0613 -0.1801 0.2 -0.1 0.5 0.2029
H 5.6440 3.2559 0.0975 0.3 0.7 -0.4 0.2895
H 5.2720 2.7074 -2.4842 -0.8 -0.4 -0.4 0.2249
H 5.7554 4.2511 -2.3687 0.0 0.8 0.6 0.3287
H 3.6935 5.0476 -2.7120 0.3 0.0 0.2 0.3044
H 4.5954 1.2950 -0.8140 0.5 0.4 -0.1 0.2981

(8)
33
Properties=species:S:1:pos:R:3:forces:R:3:mulliken_charge:R:1 method="wB97M-V/def2-TZVPD" energy_ev=-55008.74729 orbital_gap_ev="9.112 / 4.588" spin_multiplicity=2 s_squared=0.76 homo_energy_ev="-8.901 / -8.830" e_lumo_ev="0.2 / -4.2"
Na 1.3911 0.9189 -0.4734 -0.1 0.2 -0.3 0.8058
F 3.1277 2.7082 -0.0866 -0.4 -0.6 -0.2 -0.3645
F 2.5942 0.1723 -2.3610 -0.3 0.4 0.8 -0.5657
C 2.2627 0.3390 2.6656 -0.6 -0.6 0.6 -0.8591
S 0.5130 -0.1500 2.8304 -0.5 -0.3 -2.8 0.4226
O -0.0094 -0.0132 1.3760 0.8 -0.3 1.8 -0.5008
C 0.8474 -1.9298 3.1018 -0.2 0.8 -0.2 -0.8075
H 2.8428 -0.4743 2.2295 0.0 0.0 0.1 0.2868
H 2.5420 0.5196 3.7036 0.6 0.3 -0.2 0.4026
H 2.3143 1.2166 2.0211 -0.1 0.2 0.4 0.2796
H 1.4810 -1.8744 3.9870 0.3 -0.6 -0.2 0.3997
H 1.2880 -2.2710 2.1650 0.5 -0.1 0.3 0.1318
H -0.0202 -2.5704 3.2600 -0.2 0.5 0.2 0.3250
C -0.9424 -3.4669 -2.1103 -0.1 -0.5 0.1 -0.9785
S -0.5123 -2.7566 -0.4830 1.4 -1.0 -0.2 0.6569
O -0.5991 -3.9142 0.4896 0.0 1.0 -0.7 -0.6774
C 1.3177 -2.5640 -0.8999 -0.9 0.9 0.2 -0.8400
H -0.2195 -4.2427 -2.3627 0.1 0.0 0.1 0.2991
H -1.0231 -2.7588 -2.9350 0.2 0.3 0.3 0.3533
H -1.9080 -3.9551 -1.9782 0.0 0.1 0.1 0.3330
H 1.4028 -1.9921 -1.8239 -0.1 -0.3 -0.4 0.4326
H 1.8589 -3.5097 -0.9280 -0.4 0.0 0.0 0.4231
H 1.7631 -1.8693 -0.1877 -0.1 -0.4 0.4 0.0406
C -2.3568 4.4376 -0.1448 0.9 -1.1 0.8 -0.9587
S -1.1879 3.3495 -1.0938 -0.5 -1.1 -0.4 0.4178
O -0.8327 2.0677 -0.3370 -0.3 1.6 -0.3 -0.5047
C -2.4108 2.7501 -2.3214 0.2 0.6 0.5 -0.9300
H -2.5990 5.3748 -0.6459 0.0 -0.4 -0.3 0.3775
H -1.7808 4.6834 0.7473 0.0 0.1 0.0 0.3204
H -3.1972 3.8355 0.2005 -0.2 0.2 -0.3 0.3043
H -3.1591 2.1402 -1.8153 0.2 0.0 0.2 0.2939
H -1.8934 2.1554 -3.0742 0.0 0.2 0.0 0.3154
H -2.8950 3.6437 -2.7153 0.1 -0.1 -0.4 0.3652